An isolated molecule of C2H3N5O in a non-equilibrium geometry. Source: the Open Molecules 2025 dataset; level of theory: ωB97M-V with the def2-TZVPD basis set.

The HOMO-LUMO gap comes out at 7.6 eV. As for the largest force on an atom: 5.1 eV/A. Its relative energy (zero: lowest compared OMol25 entry of this formula, charge and spin) is 116.7 kcal per mole. As for the SMILES: O/N=c1\nncn[nH]1.

```
11
C2H3N5O, DFT ωB97M-V with the def2-TZVPD basis set
O 2.75 -0.49 -0.10
N 1.74 0.49 0.08
C 0.53 0.04 0.09
N 0.14 -1.21 0.01
N -1.07 -1.44 -0.08
C -2.01 -0.47 0.03
N -1.79 0.77 -0.05
N -0.50 1.06 -0.07
H 3.49 0.07 0.08
H -3.03 -0.90 0.15
H -0.25 2.07 -0.15
```

***

A structure of composition C3H5N3S2 in a non-equilibrium geometry. Source: the Open Molecules 2025 dataset; level of theory: ωB97M-V with the def2-TZVPD basis set.

The HOMO-LUMO gap (alpha / beta) comes out at 6.1 / 6.1 eV. As for the largest force on an atom: 2.9 eV/A. Its relative energy (zero: lowest compared OMol25 entry of this formula, charge and spin) is 55.2 kcal per mole.

```
13
C3H5N3S2, DFT ωB97M-V with the def2-TZVPD basis set
C 1.26 0.31 -1.74
C 1.45 0.78 -0.47
C -0.54 -0.14 -0.58
N 0.02 -0.18 -1.80
N 0.37 0.39 0.29
N -1.32 -0.50 2.65
S -2.00 -0.74 -0.13
S 0.21 -0.80 2.26
H 1.82 0.42 -2.64
H 2.27 1.21 -0.06
H -0.20 -0.77 -2.53
H -1.90 -0.38 1.69
H -1.46 0.41 3.07
```

***

An isolated molecule of C5H7NO. Source: the Open Molecules 2025 dataset; level of theory: ωB97M-V with the def2-TZVPD basis set.

The HOMO-LUMO gap comes out at 9.8 eV. As for the largest force on an atom: 0.6 eV/A. Its relative energy (zero: lowest compared OMol25 entry of this formula, charge and spin) is 32.9 kcal per mole. As for the SMILES: CC=C=NC(C)=O.

```
14
C5H7NO, DFT ωB97M-V with the def2-TZVPD basis set
C -2.60 -0.77 0.16
C -1.60 -0.06 -0.71
C -0.55 0.53 -0.19
N 0.37 1.13 0.36
C 1.57 0.50 0.80
C 2.65 0.38 -0.25
O 1.68 0.17 1.95
H -2.39 -0.60 1.22
H -3.63 -0.43 -0.03
H -2.56 -1.85 -0.02
H -1.70 -0.08 -1.79
H 3.32 -0.43 0.04
H 3.23 1.31 -0.29
H 2.22 0.21 -1.24
```

***

An isolated molecule of C3H3BrF4O in a non-equilibrium geometry. Source: the Open Molecules 2025 dataset; level of theory: ωB97M-V with the def2-TZVPD basis set.

The HOMO-LUMO gap comes out at 10.9 eV. As for the largest force on an atom: 4.1 eV/A. Its relative energy (zero: lowest compared OMol25 entry of this formula, charge and spin) is 0.0 kcal per mole. As for the SMILES: O[C@H](F)[C@@H](Br)C(F)(F)F.

```
12
C3H3BrF4O, DFT ωB97M-V with the def2-TZVPD basis set
O -2.07 -1.17 -0.11
C -1.12 -0.21 -0.47
F -0.62 -0.40 -1.74
C 0.17 -0.12 0.55
Br 1.31 -1.86 0.25
C 1.26 0.99 0.22
F 2.27 0.98 1.00
F 1.65 0.94 -1.01
F 0.62 2.15 0.41
H -1.70 -2.07 -0.10
H -1.47 0.83 -0.47
H -0.29 -0.04 1.48
```

***

A structure of composition H16O8Sr in a non-equilibrium geometry. Source: the Open Molecules 2025 dataset; level of theory: ωB97M-V with the def2-TZVPD basis set.

The HOMO-LUMO gap comes out at 12.3 eV. As for the largest force on an atom: 2.4 eV/A. Its net charge is +2. Its relative energy (zero: lowest compared OMol25 entry of this formula, charge and spin) is 21.4 kcal per mole.

```
25
H16O8Sr, DFT ωB97M-V with the def2-TZVPD basis set
Sr -0.09 0.17 -0.28
O -1.48 2.32 -0.02
H -2.42 2.40 0.27
H -1.22 3.17 -0.44
O 1.00 1.21 2.02
H 1.91 1.32 1.89
H 0.82 1.08 2.98
O 1.59 2.18 -0.65
H 2.43 1.71 -0.68
H 1.66 2.73 0.15
O -2.54 -0.80 -0.10
H -2.75 -1.41 0.66
H -2.91 -1.25 -0.84
O 0.13 -2.40 -1.27
H -0.62 -2.98 -1.08
H 0.88 -2.84 -0.85
O -0.03 -1.42 1.69
H 0.74 -1.44 2.26
H -0.45 -2.16 2.15
O -1.30 0.49 -2.54
H -1.00 0.12 -3.36
H -2.23 0.63 -2.52
O 2.30 -0.80 0.09
H 3.14 -0.34 -0.06
H 2.44 -1.67 0.55
```

***

An isolated molecule of C4H8N2O. Source: the Open Molecules 2025 dataset; level of theory: ωB97M-V with the def2-TZVPD basis set.

The HOMO-LUMO gap comes out at 9.6 eV. As for the largest force on an atom: 0.3 eV/A. Its relative energy (zero: lowest compared OMol25 entry of this formula, charge and spin) is 72.3 kcal per mole. As for the SMILES: C[C@@]12CN[C@]1(N)O2.

```
15
C4H8N2O, DFT ωB97M-V with the def2-TZVPD basis set
C 0.33 0.70 1.70
C 0.43 0.47 0.23
C 1.42 -0.41 -0.54
N 0.29 -0.93 -1.40
C -0.59 0.03 -0.70
N -1.99 -0.12 -0.59
O -0.10 1.33 -0.82
H 0.37 -0.29 2.18
H 1.14 1.30 2.12
H -0.64 1.14 1.96
H 2.13 0.16 -1.13
H 1.94 -1.17 0.05
H 0.04 -1.83 -0.98
H -2.29 -1.01 -0.98
H -2.46 0.63 -1.09
```

***

A cluster of 3 separate species, C7H14 in total in a non-equilibrium geometry. Source: the Open Molecules 2025 dataset; level of theory: ωB97M-V with the def2-TZVPD basis set.

The HOMO-LUMO gap (alpha / beta) comes out at 7.9 / 7.9 eV. As for the largest force on an atom: 5.7 eV/A. Its relative energy (zero: lowest compared OMol25 entry of this formula, charge and spin) is 183.4 kcal per mole.

```
21
C7H14, DFT ωB97M-V with the def2-TZVPD basis set
C -1.13 0.79 -1.00
C -1.38 -0.42 -0.19
C -2.83 -0.74 -0.17
C -0.47 -1.43 0.03
C 1.94 -0.19 0.68
C 2.99 0.14 -0.15
C 1.51 1.19 1.04
H -1.36 0.78 -2.08
H -1.56 1.67 -0.53
H -0.06 0.93 -1.11
H -0.20 0.37 1.61
H -3.34 0.09 0.33
H -3.17 -0.77 -1.21
H -3.04 -1.65 0.38
H -0.77 -2.33 0.56
H 0.38 -1.53 -0.62
H 2.17 -0.72 1.60
H 3.93 -0.41 -0.23
H 2.83 0.66 -1.11
H 1.52 1.95 0.25
H 2.04 1.61 1.89
```

***

A structure of composition C4H4LiO5Tl in a non-equilibrium geometry. Source: the Open Molecules 2025 dataset; level of theory: ωB97M-V with the def2-TZVPD basis set.

The HOMO-LUMO gap comes out at 3.3 eV. As for the largest force on an atom: 4.4 eV/A. Its relative energy (zero: lowest compared OMol25 entry of this formula, charge and spin) is 116.9 kcal per mole.

```
15
C4H4LiO5Tl, DFT ωB97M-V with the def2-TZVPD basis set
O -0.55 -1.45 -0.01
C -0.62 -0.40 -0.79
C -1.22 -1.19 1.19
O 1.67 -0.19 -1.57
O -0.86 0.69 -0.09
C -1.28 0.33 1.20
H -0.64 -1.57 2.03
H -2.21 -1.65 1.20
H -0.63 0.76 1.96
H -2.29 0.70 1.37
O 3.12 1.63 -1.32
C 2.80 0.52 -0.92
O 3.13 0.09 0.22
Li 1.12 -1.08 -3.34
Tl -1.53 2.80 -1.13
```

***

Record order is preserved below.
Energy: -426.8717 -1077.8690 -324.6721 -3164.8246 -641.8346 -341.8884 -274.8239 -710.8531 hartree